1.
Entry from OMol25: a structure of composition C4H10N2O2 at a distorted geometry (ωB97M-V with the def2-TZVPD basis set).

Positions of all 18 atoms, in Å:
H1 1.80046 0.54435 0.61696
O1 2.55959 0.81065 1.39079
N1 0.93220 0.12128 -0.35628
H2 3.28296 0.19471 1.22951
C1 -0.32918 0.66950 -0.21500
C2 0.86999 -0.81870 -1.24294
C3 -1.18559 -0.00339 -1.03678
N2 -0.40520 -0.93618 -1.71047
H3 -0.85649 -1.57561 -2.34127
H4 1.59489 -1.57596 -1.47589
H5 -0.49588 1.49120 0.46131
C4 -2.65360 0.09511 -1.28736
H6 -2.98510 1.09674 -1.55664
H7 -2.94317 -0.48200 -2.16397
H8 -3.20566 -0.20503 -0.39543
O2 1.41239 -0.12358 3.58233
H9 1.81188 0.11655 2.70045
H10 0.79553 0.58037 3.80067

- Energy above the lowest of the compared OMol25 structures with the same formula, charge and spin: 38.71 kcal/mol
- E_HOMO: -9.5 eV
- Molar mass: 118.1 g/mol
- Frontier orbital gap: 0.3663 Eh
- Multiplicity: 1
- LUMO energy: 0.0159 Eh

These are the Löwdin partial charges, in e, on atoms 1 to 5: atom 1 (H): -0.002, atom 2 (O): -0.187, atom 3 (N): 0.035, atom 4 (H): 0.025, atom 5 (C): -0.039

***

2.
Entry from OMol25: a cluster of 6 separate species, C12H20Cl12O6 in total at a distorted geometry (ωB97M-V with the def2-TZVPD basis set).

Positions of all 50 atoms, in Å:
C1 -12.50993 -0.15773 -10.86519
C2 -13.90833 -0.07138 -11.35570
O1 -13.75801 0.55793 -12.73760
C3 -14.81775 0.62806 -13.52006
O2 -15.90488 0.17498 -13.31883
O3 -14.48763 1.33013 -14.59775
C4 -15.41862 1.43012 -15.69269
H1 -12.39196 -1.01718 -10.24899
H2 -12.14636 0.78849 -10.40038
H3 -11.82738 -0.32449 -11.71704
H4 -14.58638 0.52078 -10.68289
H5 -14.35747 -1.04784 -11.57698
H6 -14.82806 2.08744 -16.32203
H7 -16.39517 1.77993 -15.37048
H8 -15.58819 0.42442 -16.08698
C5 -13.06255 -1.69985 -22.35303
C6 -13.25888 -2.25632 -23.76169
O4 -11.84962 -2.47275 -24.18938
C7 -11.67561 -3.09788 -25.34883
O5 -10.66154 -3.04842 -25.99402
O6 -12.68879 -3.93192 -25.77752
C8 -12.34306 -4.72762 -26.98096
H9 -14.02756 -1.52803 -21.80986
H10 -12.53476 -0.75064 -22.55316
H11 -12.50765 -2.33202 -21.66211
H12 -13.78304 -1.55268 -24.38095
H13 -13.74306 -3.21860 -23.80409
H14 -11.51550 -5.39761 -26.77899
H15 -12.07173 -4.07619 -27.80160
H16 -13.22607 -5.31741 -27.27151
C9 -11.05181 2.78952 -19.54693
Cl1 -10.65605 2.89271 -21.33052
Cl2 -12.81776 2.74831 -19.29006
Cl3 -10.42597 4.21284 -18.71360
H17 -10.53942 1.85858 -19.25563
C10 -9.74455 -1.82185 -19.65466
Cl4 -10.38008 -0.56498 -20.79036
Cl5 -10.40513 -3.37799 -20.14332
Cl6 -10.22537 -1.36001 -18.01469
H18 -8.68882 -1.74248 -19.83066
C11 -11.45749 2.51486 -14.27041
Cl7 -10.23779 1.93569 -13.13954
Cl8 -10.96537 2.08857 -15.92839
Cl9 -11.60795 4.27162 -14.22836
H19 -12.43041 2.05298 -13.98978
C12 -13.60205 -1.24584 -18.65840
Cl10 -13.19076 -0.32031 -17.21423
Cl11 -15.27306 -0.78201 -19.12611
Cl12 -13.62675 -3.02102 -18.38364
H20 -12.88182 -1.07692 -19.46603

- SMILES: CCOC(=O)OC.CCOC(=O)OC.ClC(Cl)Cl.ClC(Cl)Cl.ClC(Cl)Cl.ClC(Cl)Cl
- E_HOMO: -10.6 eV
- Molar mass: 685.7 g/mol
- Frontier orbital gap: 0.4004 Eh
- Multiplicity: 1
- LUMO energy: 0.0113 Eh

These are the Löwdin partial charges, in e, on atoms 1 to 5: atom 1 (C): -0.092, atom 2 (C): -0.144, atom 3 (O): -0.004, atom 4 (C): -0.645, atom 5 (O): 0.143

***

3.
Entry from OMol25: a structure of composition C15H19BrCl2N7O4RhS (ωB97M-V with the def2-TZVPD basis set).

Positions of all 50 atoms, in Å:
Rh1 -0.40929 -0.50920 0.30435
N1 -0.94260 1.16921 -0.71025
N2 -2.32110 1.05908 -1.02160
C1 -3.09371 0.23471 -0.24857
N3 -4.37169 0.15794 -0.54892
N4 -2.43531 -0.36730 0.74557
N5 -3.15561 -1.04222 1.74500
O1 -2.48986 -1.51027 2.63717
O2 -4.36118 -1.18477 1.60543
H1 -0.78958 2.02920 -0.18867
H2 -0.41774 1.19737 -1.58138
H3 -2.52377 1.06321 -2.01311
H4 -4.77337 0.75421 -1.25630
H5 -4.97098 -0.43068 0.01251
Br1 5.89975 -2.05496 -3.10642
C2 4.05313 -2.08723 -3.47760
C3 3.60246 -2.58240 -4.69346
C4 2.23887 -2.60484 -4.96607
C5 1.33271 -2.13644 -4.03170
C6 1.80023 -1.64196 -2.81704
C7 3.16559 -1.61504 -2.53064
C8 0.83851 -1.15597 -1.82510
O3 1.28431 -0.81173 -0.64344
O4 -0.38924 -1.07220 -2.04454
H6 4.31455 -2.94677 -5.42114
H7 1.89036 -2.99259 -5.91335
H8 0.27000 -2.15136 -4.23039
H9 3.52527 -1.22923 -1.58732
Cl1 0.15745 -2.44947 1.58054
C9 0.05884 -3.87434 0.47258
Cl2 -1.32117 -3.71409 -0.58607
H10 -0.05343 -4.73431 1.12322
H11 0.97778 -3.90444 -0.10123
C10 0.73701 1.99596 6.63451
C11 -0.09692 1.78470 5.41913
C12 -1.45841 1.91880 5.35780
C13 -2.10472 1.67117 4.14188
N6 -1.42962 1.31230 3.04289
C14 -0.13114 1.15109 3.11898
S1 0.87232 0.67123 1.77356
N7 0.53150 1.39724 4.28088
C15 -3.58435 1.77548 4.02043
H12 0.17982 2.54085 7.39119
H13 1.64770 2.54806 6.39895
H14 1.02743 1.03093 7.05687
H15 -2.01436 2.22063 6.23294
H16 1.53640 1.26370 4.30299
H17 -4.01050 2.40328 4.79830
H18 -4.01384 0.77190 4.11876
H19 -3.86237 2.15778 3.03899

- Energy above the lowest of the compared OMol25 structures with the same formula, charge and spin: 0.00 kcal/mol
- E_HOMO: -13.4 eV
- Molar mass: 647.1 g/mol
- Frontier orbital gap: 0.2244 Eh
- Total charge: +2
- Multiplicity: 1
- LUMO energy: -0.2670 Eh

These are the Löwdin partial charges, in e, on atoms 1 to 5: atom 1 (Rh): 0.781, atom 2 (N): -0.019, atom 3 (N): 0.060, atom 4 (C): -0.371, atom 5 (N): 0.251

***

4.
Entry from OMol25: a cluster of 3 separate species, C3H12N2O in total at a distorted geometry (ωB97M-V with the def2-TZVPD basis set).

Positions of all 18 atoms, in Å:
C1 0.01630 -3.49676 -2.85236
C2 1.02797 -2.48165 -2.63700
N1 1.84898 1.62226 2.44664
H1 -0.33793 -3.64895 -3.90030
H2 0.57986 1.28896 1.39892
H3 -0.07960 -4.17210 -2.02887
H4 1.46541 -1.90572 -3.42263
H5 1.23260 -2.28742 -1.58942
H6 2.15903 1.39251 3.39570
H7 2.53845 1.33356 1.72744
H8 1.76786 2.61993 2.37069
N2 -2.24861 1.24953 1.26748
C3 -1.18768 0.89952 0.35272
O1 0.14772 1.48161 0.47106
H9 -2.23055 2.21830 1.35411
H10 -2.01292 0.79504 2.17923
H11 -1.58144 1.10518 -0.65998
H12 -1.02470 -0.22136 0.22762

- SMILES: C=C.NCO.N
- Energy above the lowest of the compared OMol25 structures with the same formula, charge and spin: 48.37 kcal/mol
- E_HOMO: -9.4 eV
- Molar mass: 92.1 g/mol
- Frontier orbital gap: 0.3730 Eh
- Multiplicity: 1
- LUMO energy: 0.0279 Eh

These are the Löwdin partial charges, in e, on atoms 1 to 5: atom 1 (C): -0.052, atom 2 (C): -0.049, atom 3 (N): 0.014, atom 4 (H): 0.044, atom 5 (H): 0.028